# 1
19
Properties=species:S:1:pos:R:3:mulliken_charge:R:1 method="wB97M-V/def2-TZVPD" spin_multiplicity=1 e_homo_ev=-9.222 homo_lumo_gap_ev=8.57 largest_force_ha_per_bohr=0.0852 total_charge=0 lumo_energy_ev=-0.652
C 0.492 2.201 -0.251 -1.38
C 1.369 0.975 -0.062 -0.20
N 0.529 -0.174 0.293 -0.32
C 0.670 -1.539 -0.207 -0.61
C -0.707 -2.202 -0.359 -0.68
H 1.032 3.116 -0.385 0.38
H -0.213 2.181 -1.060 0.43
H -0.135 2.356 0.635 0.30
H 2.141 1.048 0.698 0.37
H 1.909 0.741 -0.978 0.28
H -0.771 0.307 -0.987 0.05
H 1.230 -2.131 0.489 0.37
H 1.283 -1.539 -1.104 0.36
H -1.344 -1.318 -0.601 0.15
H -1.048 -2.574 0.650 0.21
H -0.813 -3.020 -1.092 0.33
H -2.554 0.266 1.804 0.28
H -1.232 0.456 0.934 0.39
O -1.837 0.849 1.584 -0.70

---

# 2
19
Properties=species:S:1:pos:R:3:mulliken_charge:R:1 method="wB97M-V/def2-TZVPD" spin_multiplicity=1 e_homo_ev="-9.272 / -9.564" homo_lumo_gap_ev="7.66 / 7.11" largest_force_ha_per_bohr=0.1950 total_charge=0 lumo_energy_ev="-1.617 / -2.455"
C -0.392 3.875 0.063 0.03
C -0.100 1.723 1.141 -0.73
C -0.012 0.363 1.230 -0.54
C -0.379 1.722 -1.249 -0.88
C -0.257 2.482 -0.102 0.46
C -0.191 -0.417 0.072 1.09
C -0.341 0.348 -1.101 0.72
C -0.386 -2.727 1.152 -0.46
N -0.432 4.977 0.420 -0.45
N -0.382 -1.711 -0.064 -0.59
O 2.177 -2.065 -0.944 -0.46
O 0.853 -3.981 -1.536 -0.49
F -0.359 -0.378 -2.256 -0.32
S 1.062 -2.582 -1.728 0.82
H 0.083 2.222 2.140 0.29
H 0.251 -0.041 2.126 0.41
H -0.586 2.197 -2.184 0.49
H -0.288 -2.312 2.067 0.30
H -0.320 -3.697 0.755 0.31

---

# 3
11
Properties=species:S:1:pos:R:3:mulliken_charge:R:1 method="wB97M-V/def2-TZVPD" spin_multiplicity=1 e_homo_ev=-7.088 homo_lumo_gap_ev=7.87 largest_force_ha_per_bohr=0.0987 total_charge=0 lumo_energy_ev=0.783
C 0.118 1.884 0.425 -0.79
C 0.879 0.596 0.228 0.04
C 0.781 -0.747 -0.003 0.09
C -0.087 -1.908 0.248 -0.66
S 2.444 -0.109 -0.399 -0.31
H 0.184 2.111 1.445 0.30
H -0.889 1.780 0.084 0.29
H 0.641 2.831 -0.031 0.27
H -0.728 -1.385 1.065 0.24
H 0.420 -2.789 0.701 0.26
H -0.610 -2.250 -0.600 0.26

---

# 4
82
Properties=species:S:1:pos:R:3:mulliken_charge:R:1 method="wB97M-V/def2-TZVPD" spin_multiplicity=1 e_homo_ev=-19.169 homo_lumo_gap_ev=2.10 largest_force_ha_per_bohr=0.0571 total_charge=+4 lumo_energy_ev=-17.073
In -0.028 0.143 3.856 1.03
In -0.981 -1.444 -2.020 1.07
B -0.131 0.136 0.609 2.14
H 0.629 0.146 -0.262 -0.49
H -1.164 -0.322 0.359 -0.52
H 0.243 -0.638 1.385 -0.16
H -0.120 1.194 1.059 -0.63
B -1.912 -2.170 3.188 1.23
H -1.849 -1.105 2.718 -0.98
H -1.500 -2.908 2.415 -0.53
H -1.268 -2.264 4.149 -0.10
H -3.008 -2.350 3.485 0.04
C 2.537 -1.213 -2.989 -0.59
C 2.925 -2.015 -1.795 -0.11
O 1.858 -2.065 -0.922 -0.37
O 1.513 -1.830 -3.727 -0.41
H 3.350 -1.157 -3.725 0.57
H 2.406 -0.157 -2.740 -0.12
H 3.935 -1.673 -1.522 0.37
H 3.206 -3.030 -2.117 0.35
H 2.061 -2.620 -0.160 0.23
H 1.857 -2.525 -4.302 0.37
C -0.335 -4.684 -0.352 -0.36
C 0.480 -4.983 -1.575 -0.63
O 0.163 -4.018 -2.600 -0.33
O -0.291 -3.335 0.130 0.03
H -0.121 -5.377 0.465 0.53
H -1.398 -4.826 -0.561 0.06
H 0.176 -6.008 -1.803 0.55
H 1.559 -5.048 -1.414 0.26
H 0.263 -4.508 -3.430 0.28
H -0.570 -3.388 1.054 0.04
C -4.014 -2.828 0.302 -0.24
C -4.270 -3.483 -1.051 -0.74
O -3.022 -3.667 -1.674 -0.41
O -3.088 -1.735 0.230 0.01
H -3.603 -3.572 0.994 0.22
H -4.935 -2.533 0.814 0.47
H -5.031 -2.938 -1.615 0.34
H -4.694 -4.485 -0.937 0.36
H -2.864 -4.591 -1.890 0.27
H -2.705 -1.634 1.115 -0.15
C 0.156 3.295 -4.253 -0.52
C 1.040 2.325 -3.484 -0.41
O 0.319 1.595 -2.503 -0.27
O -0.568 2.564 -5.225 -0.42
H 0.647 4.156 -4.717 0.38
H -0.605 3.771 -3.629 0.27
H 1.910 2.800 -3.018 0.38
H 1.436 1.678 -4.269 0.40
H 0.165 2.242 -1.804 0.14
H 0.044 2.271 -5.916 0.36
C 3.694 1.263 2.132 -0.66
C 3.672 0.676 0.718 0.28
O 3.598 1.669 -0.296 -0.49
O 2.359 1.543 2.550 -0.33
H 4.334 2.142 2.204 0.28
H 4.125 0.460 2.734 0.40
H 2.864 -0.059 0.671 -0.24
H 4.584 0.123 0.484 0.48
H 2.664 1.896 -0.387 0.27
H 2.086 2.365 2.067 0.30
C 2.273 5.911 2.566 -0.38
C 2.538 5.096 1.326 -0.53
O 1.785 3.873 1.463 -0.48
O 3.035 5.394 3.639 -0.42
H 1.214 5.901 2.861 0.28
H 2.537 6.978 2.504 0.45
H 3.590 4.855 1.184 0.34
H 2.304 5.681 0.435 0.42
H 0.929 3.860 1.024 0.20
H 2.815 5.924 4.421 0.35
C -3.444 2.189 2.483 -0.53
C -4.601 1.403 1.763 -0.20
O -4.709 0.148 2.395 -0.42
O -2.276 1.424 2.335 -0.30
H -3.752 2.266 3.525 0.34
H -3.393 3.207 2.091 0.40
H -4.356 1.196 0.717 0.17
H -5.521 1.981 1.825 0.44
H -3.868 -0.133 2.779 0.31
H -1.889 1.580 1.462 0.00

---

# 5
14
Properties=species:S:1:pos:R:3:mulliken_charge:R:1 method="wB97M-V/def2-TZVPD" spin_multiplicity=1 e_homo_ev=-8.981 homo_lumo_gap_ev=9.06 largest_force_ha_per_bohr=0.0429 total_charge=0 lumo_energy_ev=0.078
O -2.442 1.467 -0.124 -0.64
C -1.778 0.471 0.019 0.55
S -2.464 -1.100 0.241 0.19
O -4.041 -0.645 0.197 -0.47
C -0.182 0.366 0.136 0.39
N 0.276 -0.806 0.091 -0.50
C 1.697 -0.885 -0.024 -0.54
C 2.301 0.534 -0.158 -0.41
S 0.912 1.718 0.056 -0.13
H -4.062 0.336 0.174 0.37
H 1.915 -1.491 -0.909 0.27
H 2.090 -1.415 0.847 0.29
H 3.051 0.742 0.600 0.33
H 2.726 0.708 -1.145 0.30

---

# 6
38
Properties=species:S:1:pos:R:3:mulliken_charge:R:1 method="wB97M-V/def2-TZVPD" spin_multiplicity=1 e_homo_ev=-0.604 homo_lumo_gap_ev=4.72 largest_force_ha_per_bohr=0.0310 total_charge=-2 lumo_energy_ev=4.117
Rb 1.494 0.494 -1.496 0.99
C 1.078 -1.333 1.951 -2.15
C 1.334 0.071 2.427 1.22
N 0.570 0.697 3.260 -0.51
O -0.567 -0.034 3.711 -0.48
C 2.434 0.836 1.824 0.55
C 2.785 2.214 2.264 -1.13
N 3.010 0.287 0.788 -0.36
O 3.835 1.023 0.115 -0.73
H 0.301 -1.369 1.174 0.65
H 0.795 -1.986 2.782 0.51
H 1.981 -1.722 1.492 0.42
H -0.675 -0.797 3.126 0.36
H 2.363 2.427 3.247 0.35
H 2.431 2.973 1.553 0.06
H 3.873 2.320 2.277 0.40
Cl -3.403 -4.835 -2.753 -0.27
C -2.257 -3.541 -3.006 0.12
C -1.886 -3.165 -4.275 0.13
Cl -2.557 -3.976 -5.672 -0.26
C -0.954 -2.117 -4.445 0.33
Cl -0.473 -1.631 -6.059 -0.28
C -0.347 -1.420 -3.378 0.29
O 0.510 -0.489 -3.541 -0.98
C -0.762 -1.820 -2.013 -0.42
O -0.280 -1.205 -0.988 -0.55
C -1.690 -2.866 -1.900 0.22
Cl -2.165 -3.310 -0.269 -0.27
C -1.697 1.295 0.349 -0.55
S -0.177 2.220 0.411 0.64
C -0.687 3.457 1.574 -1.18
O 0.014 2.894 -0.926 -0.75
H -1.937 0.967 1.363 0.27
H -1.507 0.414 -0.276 -0.11
H -2.475 1.943 -0.065 0.44
H -0.886 2.968 2.529 0.30
H -1.570 3.960 1.168 0.41
H 0.143 4.153 1.680 0.34

---

Please write out number 4 again, unchanged.
82
Properties=species:S:1:pos:R:3:mulliken_charge:R:1 method="wB97M-V/def2-TZVPD" spin_multiplicity=1 e_homo_ev=-19.169 homo_lumo_gap_ev=2.10 largest_force_ha_per_bohr=0.0571 total_charge=+4 lumo_energy_ev=-17.073
In -0.028 0.143 3.856 1.03
In -0.981 -1.444 -2.020 1.07
B -0.131 0.136 0.609 2.14
H 0.629 0.146 -0.262 -0.49
H -1.164 -0.322 0.359 -0.52
H 0.243 -0.638 1.385 -0.16
H -0.120 1.194 1.059 -0.63
B -1.912 -2.170 3.188 1.23
H -1.849 -1.105 2.718 -0.98
H -1.500 -2.908 2.415 -0.53
H -1.268 -2.264 4.149 -0.10
H -3.008 -2.350 3.485 0.04
C 2.537 -1.213 -2.989 -0.59
C 2.925 -2.015 -1.795 -0.11
O 1.858 -2.065 -0.922 -0.37
O 1.513 -1.830 -3.727 -0.41
H 3.350 -1.157 -3.725 0.57
H 2.406 -0.157 -2.740 -0.12
H 3.935 -1.673 -1.522 0.37
H 3.206 -3.030 -2.117 0.35
H 2.061 -2.620 -0.160 0.23
H 1.857 -2.525 -4.302 0.37
C -0.335 -4.684 -0.352 -0.36
C 0.480 -4.983 -1.575 -0.63
O 0.163 -4.018 -2.600 -0.33
O -0.291 -3.335 0.130 0.03
H -0.121 -5.377 0.465 0.53
H -1.398 -4.826 -0.561 0.06
H 0.176 -6.008 -1.803 0.55
H 1.559 -5.048 -1.414 0.26
H 0.263 -4.508 -3.430 0.28
H -0.570 -3.388 1.054 0.04
C -4.014 -2.828 0.302 -0.24
C -4.270 -3.483 -1.051 -0.74
O -3.022 -3.667 -1.674 -0.41
O -3.088 -1.735 0.230 0.01
H -3.603 -3.572 0.994 0.22
H -4.935 -2.533 0.814 0.47
H -5.031 -2.938 -1.615 0.34
H -4.694 -4.485 -0.937 0.36
H -2.864 -4.591 -1.890 0.27
H -2.705 -1.634 1.115 -0.15
C 0.156 3.295 -4.253 -0.52
C 1.040 2.325 -3.484 -0.41
O 0.319 1.595 -2.503 -0.27
O -0.568 2.564 -5.225 -0.42
H 0.647 4.156 -4.717 0.38
H -0.605 3.771 -3.629 0.27
H 1.910 2.800 -3.018 0.38
H 1.436 1.678 -4.269 0.40
H 0.165 2.242 -1.804 0.14
H 0.044 2.271 -5.916 0.36
C 3.694 1.263 2.132 -0.66
C 3.672 0.676 0.718 0.28
O 3.598 1.669 -0.296 -0.49
O 2.359 1.543 2.550 -0.33
H 4.334 2.142 2.204 0.28
H 4.125 0.460 2.734 0.40
H 2.864 -0.059 0.671 -0.24
H 4.584 0.123 0.484 0.48
H 2.664 1.896 -0.387 0.27
H 2.086 2.365 2.067 0.30
C 2.273 5.911 2.566 -0.38
C 2.538 5.096 1.326 -0.53
O 1.785 3.873 1.463 -0.48
O 3.035 5.394 3.639 -0.42
H 1.214 5.901 2.861 0.28
H 2.537 6.978 2.504 0.45
H 3.590 4.855 1.184 0.34
H 2.304 5.681 0.435 0.42
H 0.929 3.860 1.024 0.20
H 2.815 5.924 4.421 0.35
C -3.444 2.189 2.483 -0.53
C -4.601 1.403 1.763 -0.20
O -4.709 0.148 2.395 -0.42
O -2.276 1.424 2.335 -0.30
H -3.752 2.266 3.525 0.34
H -3.393 3.207 2.091 0.40
H -4.356 1.196 0.717 0.17
H -5.521 1.981 1.825 0.44
H -3.868 -0.133 2.779 0.31
H -1.889 1.580 1.462 0.00